# 1
The following is a quantum chemistry calculation of a 2-piece molecular cluster, C5H10Cl overall, from OMol25.

Geometry as ORCA input:
```
! wB97M-V def2-TZVPD RIJCOSX def2/J DEFGRID3
* xyz -1 1
Cl 1.8278 -3.5310 3.3188
C -1.3638 0.4297 0.0113
C 1.0597 0.7499 -0.0610
C -0.7449 -0.7695 -0.7073
C 0.6041 -0.2170 -1.1847
C -0.1879 0.9737 0.8324
H -1.6871 1.1795 -0.7361
H 1.8888 0.3132 0.5283
H -0.3186 2.0345 1.1207
H 0.4491 0.3463 -2.1250
H -2.2436 0.1719 0.6317
H -0.0949 0.3811 1.7628
H -1.3681 -1.1648 -1.5324
H 1.3472 -1.0121 -1.3873
H -0.5863 -1.5908 0.0178
H 1.4184 1.7053 -0.4899
*
```

The calculation puts the lowest unoccupied orbital energy at 3.37 eV. Its orbital gap is 6.836 eV. For the HOMO energy, the calculation gives -3.5 eV.

Atomic partial charges in e from the Mulliken method, atoms 1 to 2:
1. Cl -0.996
2. C -0.591

---

# 2
The following is a quantum chemistry calculation of a single C5H10Cl2Si molecule, from OMol25.

Geometry as ORCA input:
```
! wB97M-V def2-TZVPD RIJCOSX def2/J DEFGRID3
* xyz 0 1
Cl -2.5055 1.8710 0.0696
Cl -3.3714 -1.1641 0.3809
Si -1.7871 -0.0030 -0.1968
C -1.3386 -0.4974 -1.9531
C -0.4073 -0.3438 1.1218
C 1.0872 -0.1444 0.7811
C 1.3194 1.3538 0.4367
C 1.5908 -0.9612 -0.3707
H 0.7389 2.0546 0.9740
H 2.3986 1.6369 0.6883
H 1.5409 -0.3333 1.7559
H 1.1283 1.6893 -0.5889
H 1.4752 -0.6442 -1.3560
H -0.4618 -1.3465 1.5153
H -0.8388 -1.4988 -2.2405
H 1.7166 -2.0033 -0.2591
H -0.6093 0.2627 2.0019
H -1.6762 0.0715 -2.7603
*
```

The calculation puts the lowest unoccupied orbital energy (alpha / beta) at 0.04 / -0.99 eV. Its orbital gap (alpha / beta) is 9.511 / 7.501 eV. The energy above the lowest of the compared OMol25 structures with the same formula, charge and spin is 100.2 kcal per mole. For the HOMO energy (alpha / beta), the calculation gives -9.5 / -8.5 eV.

Atomic partial charges in e from the Mulliken method, atoms 1 to 2:
1. Cl -0.258
2. Cl -0.288

---

# 3
The following is a quantum chemistry calculation of a 2-piece molecular cluster, C5H10Cl3 overall, from OMol25.

Geometry as ORCA input:
```
! wB97M-V def2-TZVPD RIJCOSX def2/J DEFGRID3
* xyz 0 2
Cl 0.1889 -1.1030 -2.2327
Cl -3.8979 -1.1863 0.5998
Cl -2.8177 1.2948 -2.5778
C 1.8381 -0.5048 2.0318
C 0.3766 0.3756 -0.0149
C -1.2382 1.2040 -1.8009
C -0.6954 -0.0374 -1.0631
C 0.8328 -0.7530 0.8805
H 1.2561 0.7812 -0.5348
H -1.1327 2.0552 -1.1108
H -0.5649 1.3918 -2.6668
H -0.1008 -1.1359 1.3187
H -1.5352 -0.6388 -0.6708
H -0.0278 1.2079 0.5724
H 1.4444 0.2510 2.7120
H 2.0056 -1.4340 2.6002
H 2.8169 -0.1793 1.6659
H 1.2513 -1.5890 0.2911
*
```

The calculation puts the lowest unoccupied orbital energy (alpha / beta) at 0.93 / -4.22 eV. Its orbital gap (alpha / beta) is 11.617 / 6.461 eV. The energy above the lowest of the compared OMol25 structures with the same formula, charge and spin is 0.0 kcal per mole. For the HOMO energy (alpha / beta), the calculation gives -10.7 / -10.7 eV.

Atomic partial charges in e from the Mulliken method, atoms 1 to 2:
1. Cl -0.201
2. Cl -0.021

---

# 4
The following is a quantum chemistry calculation of a single C5H10ClN2OP molecule, from OMol25.

Geometry as ORCA input:
```
! wB97M-V def2-TZVPD RIJCOSX def2/J DEFGRID3
* xyz 0 1
Cl 0.3629 1.2791 0.1169
P 2.5022 -0.1268 0.5742
O 0.3111 -1.7168 -0.4128
N 3.2806 -1.2299 -0.4173
N 3.4859 2.0952 -1.0864
C 3.1764 1.2689 -0.3719
C -0.6402 -1.1590 0.4177
C -1.9009 0.8043 1.2896
C -1.8290 0.3745 -1.2148
C -1.1372 0.2631 0.1910
H -1.6453 -0.5077 -1.9028
H -2.8843 0.4121 -0.8410
H -2.9392 0.3185 1.3997
H -1.5791 -1.6990 0.5039
H 3.6887 -0.7735 -1.2547
H -1.2964 1.2449 -1.5123
H 2.8266 -2.1166 -0.6434
H -1.9282 1.9465 1.3362
H -1.4124 0.4370 2.2982
H -0.4422 -1.1149 1.5301
*
```

The calculation puts the lowest unoccupied orbital energy (alpha / beta) at -1.85 / -1.85 eV. Its orbital gap (alpha / beta) is 6.224 / 6.218 eV. The energy above the lowest of the compared OMol25 structures with the same formula, charge and spin is 97.4 kcal per mole. For the HOMO energy (alpha / beta), the calculation gives -8.1 / -8.1 eV.

Atomic partial charges in e from the Mulliken method, atoms 1 to 2:
1. Cl -0.275
2. P 0.419

---

# 5
The following is a quantum chemistry calculation of C5H10ClNO as an isolated structure, from OMol25.

Geometry as ORCA input:
```
! wB97M-V def2-TZVPD RIJCOSX def2/J DEFGRID3
* xyz 0 1
Cl 2.8941 -0.9298 0.1012
O -0.3154 -0.3647 1.2756
N -0.2568 1.5689 -0.2099
C 1.1233 1.4634 0.5012
C -0.4259 -0.9373 -0.0162
C -1.7903 -1.1078 -0.3206
C 1.6662 0.3646 -0.3852
C 0.3088 0.1480 -0.7631
H 1.7153 2.4356 0.4494
H 0.3503 0.2567 -1.9576
H -2.3764 -1.8179 0.2713
H 0.1065 -2.0570 -0.0238
H 0.9766 1.2812 1.5610
H -1.6685 -1.7189 -1.3487
H -0.9810 1.3467 0.4718
H 2.1451 0.9386 -1.1541
H -2.3107 0.0648 -0.5543
H -1.1612 -0.9350 2.1020
*
```

The calculation puts the lowest unoccupied orbital energy at 0.09 eV. Its orbital gap is 9.516 eV. The energy above the lowest of the compared OMol25 structures with the same formula, charge and spin is 139.6 kcal per mole. For the HOMO energy, the calculation gives -9.4 eV.

Atomic partial charges in e from the Mulliken method, atoms 1 to 2:
1. Cl -0.207
2. O -0.661

---

# 6
The following is a quantum chemistry calculation of a single C5H10ClNO2Si molecule, from OMol25.

Geometry as ORCA input:
```
! wB97M-V def2-TZVPD RIJCOSX def2/J DEFGRID3
* xyz 0 1
Cl -2.0840 0.3565 1.9724
Si -1.4859 0.3183 -0.0012
O 0.8518 0.5581 -1.6600
O 2.5835 -0.2919 -0.4377
N 0.5639 -0.2167 0.4644
C 1.3068 -0.7160 1.5342
C -1.6610 2.0685 -0.7869
C -2.0395 -1.1834 -1.0255
C 2.7863 -0.6190 0.8927
C 1.2909 0.0846 -0.6203
H 3.2978 0.2546 1.3430
H 1.1454 -0.0896 2.4034
H -2.2457 2.2286 -1.7668
H -2.0437 2.7988 -0.0557
H -3.0682 -1.1353 -1.3259
H -1.6700 -2.1172 -0.6566
H 1.1395 -1.8888 1.6577
H 3.4310 -1.4754 0.9812
H -1.4880 -1.2659 -1.8992
H -0.6113 2.3310 -1.0132
*
```

The calculation puts the lowest unoccupied orbital energy at 0.61 eV. Its SMILES is C[Si](C)(Cl)N1CCOC1=O. Its orbital gap is 9.754 eV. The energy above the lowest of the compared OMol25 structures with the same formula, charge and spin is 13.8 kcal per mole. For the HOMO energy, the calculation gives -9.1 eV.

Atomic partial charges in e from the Mulliken method, atoms 1 to 2:
1. Cl -0.299
2. Si 0.511

---

Looking at max |F| for the records above, in order, we have 0.580; 2.555; 2.293; 4.644; 7.861; 5.117 eV/A.